[1]
{
  "formula": "C3H4BrNO2",
  "method": "ωB97M-V with the def2-TZVPD basis set",
  "lumo_energy_ev": 0.0,
  "multiplicity": 1,
  "smiles": "C=C[C@@H](Br)[N+](=O)[O-]",
  "elements": ["C", "C", "C", "Br", "N", "O", "O", "H", "H", "H", "H"],
  "positions_angstrom": [[1.086781, 0.962386, 1.049507], [-0.125465, 0.495773, 0.779160], [-0.405572, -0.939312, -0.074582], [-2.082647, -1.621964, 0.449837], [-0.353718, -0.274848, -1.413681], [-1.388217, -0.335940, -1.996345], [0.631959, 0.217292, -1.937637], [1.434890, 1.886444, 1.344267], [1.952852, 0.281631, 0.748268], [-1.163621, 0.945237, 0.921365], [0.412758, -1.616699, 0.129841]],
  "forces_ev_per_angstrom": [[0.5453, -3.7171, -1.8669], [-1.8531, -1.2848, -0.2835], [2.0631, 4.0854, 2.8500], [0.0305, -0.2978, -0.1909], [0.2644, -1.2594, -2.2379], [-2.1783, 0.2825, -0.9096], [0.5909, -0.4193, 1.6632], [-0.1110, 1.9789, 1.0152], [-1.2004, 0.8795, 0.4504], [1.8035, -0.1031, 0.0315], [0.0451, -0.1448, -0.5215]],
  "mulliken_charge": [-0.60, -0.18, -0.24, -0.03, 0.99, -0.53, -0.56, 0.33, 0.16, 0.26, 0.40]
}

***

[2]
{
  "formula": "C3H4BrNO2",
  "method": "ωB97M-V with the def2-TZVPD basis set",
  "lumo_energy_ev": 0.5,
  "multiplicity": 1,
  "smiles": "[O-]/[N+](O)=C\\Br.C#C",
  "elements": ["O", "N", "O", "C", "Br", "H", "H", "C", "C", "H", "H"],
  "positions_angstrom": [[-0.563365, 1.849865, 0.820821], [-0.290595, 1.124048, -0.121996], [1.006782, 1.414823, -0.587852], [-0.950207, 0.202435, -0.686572], [-2.693117, -0.245693, -0.007127], [1.247534, 2.304553, -0.269275], [-0.785221, -0.379692, -1.485820], [1.278316, -1.323325, 0.364440], [0.337333, -1.827711, 0.913488], [1.883964, -0.942891, -0.470595], [-0.471429, -2.176411, 1.530488]],
  "forces_ev_per_angstrom": [[-1.2922, 0.2436, 1.1571], [1.7971, 2.2038, 0.3896], [0.4105, -1.3432, -1.6454], [-3.0596, 0.6625, 2.1500], [0.9955, 0.4748, -0.1083], [-0.8801, -0.3072, 0.3591], [1.6239, -1.3660, -2.6124], [0.2476, -0.2381, -1.5936], [0.0653, -0.0690, 0.8541], [-0.2437, -0.2942, 1.3129], [0.3358, 0.0331, -0.2631]],
  "mulliken_charge": [-0.74, 0.76, -0.42, -0.48, -0.09, 0.34, 0.58, -0.41, -0.27, 0.31, 0.41]
}

***

[3]
{
  "formula": "C3H4BrNO2",
  "method": "ωB97M-V with the def2-TZVPD basis set",
  "lumo_energy_ev": [0.3, -2.7],
  "multiplicity": 3,
  "s_squared": 2.016,
  "elements": ["C", "C", "C", "N", "O", "O", "Br", "H", "H", "H", "H"],
  "positions_angstrom": [[0.561095, -0.322254, 0.034463], [-0.660630, 0.178534, -0.134941], [1.204159, -0.587921, 1.436612], [-1.319741, 0.695836, -2.040699], [-0.675084, 0.296906, -2.959129], [-2.350685, 1.243104, -1.880622], [-2.063115, 0.818832, 0.825568], [1.178481, -0.406019, -0.761630], [0.542282, -1.123023, 2.221834], [2.139291, -1.133260, 1.383354], [1.443946, 0.339264, 1.875191]],
  "forces_ev_per_angstrom": [[-2.6287, 0.7436, 4.0703], [2.1561, -1.8211, 2.7767], [-1.5136, -1.2982, 0.1813], [0.8913, 2.5519, -2.7587], [-0.5461, -0.8221, -0.4158], [-1.2311, -0.2803, -1.1752], [0.0909, -0.3118, 1.3946], [1.7229, -0.6041, -2.6473], [0.7567, 0.7643, -1.6492], [0.0328, -0.2544, -0.3322], [0.2688, 1.3320, 0.5555]],
  "mulliken_charge": [0.02, -0.13, -1.05, 0.73, -0.42, -0.43, -0.06, 0.41, 0.28, 0.33, 0.31]
}

***

[4]
{
  "formula": "C3H4BrNO3",
  "method": "ωB97M-V with the def2-TZVPD basis set",
  "lumo_energy_ev": [-1.1, -1.3],
  "multiplicity": 1,
  "elements": ["C", "C", "C", "N", "O", "O", "O", "Br", "H", "H", "H", "H"],
  "positions_angstrom": [[-0.543239, 1.531108, 0.445540], [-0.122583, -0.178054, -1.068009], [1.498104, -0.881606, 0.693658], [0.759027, -1.065370, -0.240572], [-0.080443, 2.415949, 1.108736], [-0.098943, 1.165343, -0.695830], [-1.600046, 0.894104, 0.961176], [0.526281, -3.150431, -1.278353], [0.238290, -0.163484, -2.047106], [-1.027847, -0.632617, -0.954710], [2.238862, -1.338007, 1.267827], [-1.787463, 1.403067, 1.807643]],
  "forces_ev_per_angstrom": [[-0.9493, 1.5691, 4.1754], [1.6023, 0.0568, 1.0806], [-2.1227, 0.7626, -2.4626], [1.6360, 1.1506, 1.5318], [0.9165, 0.8956, -0.5794], [1.1086, -0.8937, -1.9428], [-0.9944, -0.3986, 0.4102], [-0.1122, 0.1501, -0.1222], [0.5474, -0.5253, -1.4470], [-2.7298, -0.9333, -0.0020], [0.7493, -0.8737, 0.7702], [0.3484, -0.9602, -1.4123]],
  "mulliken_charge": [0.78, -0.41, -0.11, -0.18, -0.56, -0.31, -0.48, -0.35, 0.38, 0.49, 0.39, 0.36]
}

***

[5]
{
  "formula": "C3H4BrNS",
  "method": "ωB97M-V with the def2-TZVPD basis set",
  "lumo_energy_ev": 0.8,
  "multiplicity": 1,
  "smiles": "Br[C@H]1CC=NS1",
  "elements": ["Br", "C", "C", "C", "N", "S", "H", "H", "H", "H"],
  "positions_angstrom": [[-0.512649, 0.977602, -2.372222], [-0.896353, 0.205718, -0.634767], [0.171812, -0.729222, -0.123377], [0.988079, 0.015857, 0.910687], [0.555474, 1.107099, 1.376161], [-0.837467, 1.681586, 0.752861], [-1.912640, -0.168978, -0.643285], [0.813497, -1.107826, -0.918946], [-0.287309, -1.587640, 0.380781], [1.917556, -0.394195, 1.272106]],
  "forces_ev_per_angstrom": [[-0.0206, -0.1570, 0.0811], [-0.2066, 1.8248, 1.2752], [0.0080, 0.0343, 0.1573], [-0.0838, -0.0545, -0.1801], [0.9634, -0.0554, 0.5850], [-0.8731, -1.4285, -1.8011], [0.1174, -0.0821, -0.1345], [-0.0817, -0.0175, -0.0280], [-0.0174, 0.0143, -0.0876], [0.1943, -0.0785, 0.1327]],
  "mulliken_charge": [-0.12, -0.33, -0.54, -0.02, -0.41, 0.04, 0.41, 0.35, 0.24, 0.38]
}

***

[6]
{
  "formula": "C3H4BrNS",
  "method": "ωB97M-V with the def2-TZVPD basis set",
  "lumo_energy_ev": [-0.3, -0.3],
  "multiplicity": 1,
  "elements": ["C", "C", "C", "N", "S", "Br", "H", "H", "H", "H"],
  "positions_angstrom": [[-1.508944, -0.582750, 0.126016], [-0.130028, 1.028443, -1.052189], [1.204485, -0.585048, 0.571199], [-1.239779, 0.408760, -0.598919], [-0.230405, -1.426130, 1.091706], [2.061234, 0.603351, 1.792421], [-2.498311, -1.008755, 0.384055], [0.359591, 1.889220, -0.405527], [0.038307, 0.866391, -2.099991], [1.943851, -1.193483, 0.191229]],
  "forces_ev_per_angstrom": [[0.3953, 0.6058, 0.5352], [0.2968, -0.6076, 3.7568], [-2.3787, 1.3259, 0.0576], [0.0527, -0.0057, -0.4706], [0.7646, 0.3899, -0.7247], [-0.0911, 0.3691, 0.2870], [0.4336, 0.7626, -0.5237], [-1.2772, -1.7675, -1.6820], [0.4984, 0.2356, -0.2567], [1.3056, -1.3081, -0.9789]],
  "mulliken_charge": [0.13, -0.30, -0.52, -0.35, -0.05, -0.14, 0.31, 0.27, 0.30, 0.34]
}

***

[7]
{
  "formula": "C3H4BrNS",
  "method": "ωB97M-V with the def2-TZVPD basis set",
  "lumo_energy_ev": 0.5,
  "multiplicity": 1,
  "smiles": "BrC1=NCCS1",
  "elements": ["Br", "C", "N", "C", "C", "S", "H", "H", "H", "H"],
  "positions_angstrom": [[-3.268901, 0.638485, 0.525870], [-1.528948, 0.417713, 0.072373], [-0.874206, 0.323921, -0.929694], [0.457905, -0.117572, -0.873071], [1.012522, -0.202533, 0.598188], [-0.287051, 0.049563, 1.782462], [1.170509, 0.572333, -1.499314], [0.279657, -1.081900, -1.447296], [1.400626, -1.258801, 0.865775], [1.637886, 0.658790, 0.904707]],
  "forces_ev_per_angstrom": [[-0.9981, 0.3271, -0.2393], [1.7082, -0.6453, 4.3218], [-0.8539, 1.1095, -1.7063], [1.8979, -0.0677, -1.5610], [0.4026, -1.2308, 0.8292], [-2.7673, 0.2910, -1.7067], [-1.4916, -1.3629, 0.9700], [1.4246, 0.6082, 0.9531], [0.0670, 1.9817, -0.8190], [0.6107, -1.0108, -1.0418]],
  "mulliken_charge": [-0.03, 0.30, -0.37, -0.35, -0.38, -0.23, 0.22, 0.26, 0.28, 0.30]
}

***

[8]
{
  "formula": "C3H4CaFO3",
  "method": "ωB97M-V with the def2-TZVPD basis set",
  "lumo_energy_ev": 2.5,
  "multiplicity": 1,
  "total_charge": -1,
  "elements": ["C", "C", "H", "H", "F", "H", "Ca", "O", "C", "O", "O", "H"],
  "positions_angstrom": [[-1.653424, -0.974690, 0.924303], [-0.679779, -0.043052, 0.731746], [-2.080932, -1.414989, 0.020002], [-1.737107, -1.476072, 1.891442], [-0.195900, 0.556404, 1.857912], [-0.759834, 0.519579, -0.204212], [-3.998895, 2.036261, 1.030583], [2.362402, 0.328293, -2.219606], [2.064857, 0.313863, -0.878705], [2.503934, -0.622334, -0.197715], [1.179278, 1.155427, -0.566542], [2.995399, -0.378688, -2.389210]],
  "forces_ev_per_angstrom": [[1.8862, -0.1031, -0.2168], [-3.8102, 0.2682, 1.0727], [-0.0503, 0.1088, 0.4302], [-0.2398, 0.0834, -0.3144], [0.3143, -0.3902, -1.2501], [1.4160, -0.0517, 0.5628], [0.0990, -0.0944, 0.0134], [0.7757, 0.2577, -1.2553], [-2.6040, -0.1067, 0.8506], [0.9128, -0.1095, 0.0929], [1.3493, 0.1791, -0.2903], [-0.0489, -0.0417, 0.3042]],
  "mulliken_charge": [-0.89, 0.23, 0.28, 0.26, -0.22, 0.36, -0.05, -0.48, 0.71, -0.73, -0.77, 0.29]
}

***

[9]
{
  "formula": "C3H4CaLiO3",
  "method": "ωB97M-V with the def2-TZVPD basis set",
  "lumo_energy_ev": -4.8,
  "multiplicity": 1,
  "total_charge": 1,
  "elements": ["O", "C", "C", "H", "H", "H", "H", "Li", "O", "C", "O", "Ca"],
  "positions_angstrom": [[0.433480, -1.180263, -1.381826], [-0.629609, -0.629227, -0.842565], [-0.952739, -1.134797, 0.488066], [-0.853386, 0.182668, -1.568486], [-0.400260, 1.608298, -0.730019], [-0.421937, -2.079180, 0.705799], [-2.029934, -1.200096, 0.681013], [2.139691, -0.659871, -1.012234], [1.634338, 0.996899, 0.103882], [0.766443, 1.876534, 0.215421], [0.279758, 2.116419, 1.320792], [0.034155, 0.102617, 2.020157]],
  "forces_ev_per_angstrom": [[-1.4369, 1.0895, 1.0633], [4.2240, -3.2059, -0.8319], [-1.9243, 0.2407, -2.7080], [-1.6775, -0.3205, 1.2327], [3.4951, 2.2095, 1.6637], [-0.2351, 0.2262, -0.4660], [0.1293, 0.1102, 0.2135], [-0.4452, 0.5028, -0.1915], [1.8643, -0.4275, -0.8355], [-4.5386, -3.9668, -2.1190], [-0.5766, 2.4876, 1.4217], [1.1215, 1.0541, 1.5571]],
  "mulliken_charge": [-0.78, 0.07, -1.64, 0.58, 0.17, 0.50, 0.49, 0.95, -0.56, 0.33, -0.72, 1.61]
}

***

[10]
{
  "formula": "C3H4CaO3",
  "method": "ωB97M-V with the def2-TZVPD basis set",
  "lumo_energy_ev": -1.1,
  "multiplicity": 1,
  "elements": ["H", "O", "C", "C", "O", "C", "O", "Ca", "H", "H", "H"],
  "positions_angstrom": [[1.966978, 2.778490, -0.212581], [1.357265, 2.027368, -0.025401], [-1.509443, 0.433293, -0.368254], [-0.944797, -0.578360, 0.317513], [-0.621860, -1.776929, -0.247898], [0.554743, -2.484408, 0.094253], [1.527732, -1.726779, 0.310907], [2.023360, 0.194727, -0.003460], [-1.722701, 0.345210, -1.436827], [-1.863074, 1.311606, 0.174718], [-0.768206, -0.524216, 1.397027]],
  "forces_ev_per_angstrom": [[-1.0613, -0.5275, 0.2853], [0.6949, 2.8181, -0.3153], [0.1494, -0.7275, 0.5750], [-0.0906, 0.9916, -0.4015], [-0.1689, -0.1271, 0.0952], [-0.1262, -1.3221, -0.4237], [-0.8460, -1.2925, 0.6974], [1.0958, 0.3254, -0.3957], [0.1436, 0.0333, 0.3863], [0.2799, -0.2435, -0.2697], [-0.0705, 0.0718, -0.2333]],
  "mulliken_charge": [0.24, -0.97, -0.54, -0.29, -0.11, -0.38, -0.44, 1.54, 0.24, 0.24, 0.47]
}

***

Record-wise strongest force on any atom values, in Eh/bohr: 0.10485, 0.07385, 0.09533, 0.08868, 0.04782, 0.07423, 0.09124, 0.07715, 0.12425, 0.05678